[1]
Density functional theory data (ωB97M-V/def2-TZVPD) for a cluster of 2 separate species, C4H12ClNSi in total.

Calculated values
- 2S+1 = 1
- frontier orbital gap (eV) = 7.88
- ΔE to the lowest compared entry with this formula, charge and spin (eV) = 3.870

Element x y z (Å)
C 0.00284 0.00986 -1.66175
C -2.39873 0.04352 -0.81828
C 2.30720 1.42733 2.33698
C -1.26213 -0.85959 -1.38171
N 1.73800 0.38159 1.40779
Si -0.67261 -2.35259 -0.26798
Cl -2.14626 -3.71095 -0.78969
H 0.27342 0.42242 -0.78867
H 0.72566 -0.67823 -1.87538
H -0.15915 0.91660 -2.35412
H -2.82059 0.72169 -1.50536
H -1.97630 0.74649 -0.16142
H -3.22519 -0.61433 -0.51701
H 3.19195 1.23513 2.95092
H 2.46736 2.40002 1.88925
H 1.64086 1.62051 3.15247
H -1.44307 -1.29054 -2.32515
H 1.42895 -0.40002 1.99563
H 2.32779 -0.01892 0.71347

These are the Löwdin partial charges, in e, on atoms 1 to 8: number 1, C, carries -0.17; number 2, C, carries -0.12; number 3, C, carries -0.18; number 4, C, carries -0.62; number 5, N, carries -0.05; number 6, Si, carries 0.43; number 7, Cl, carries 0.13; number 8, H, carries -0.02

***

[2]
Density functional theory data (ωB97M-V/def2-TZVPD) for an isolated molecule of C4H12ClO2P3S.

Calculated values
- SMILES = CC=[S@](=O)(Cl)OPCP(C)#[PH2]
- 2S+1 = 1
- frontier orbital gap (eV) = 7.50
- ΔE to the lowest compared entry with this formula, charge and spin (eV) = 2.832

Element x y z (Å)
C -1.74341 2.48633 0.15663
C 2.25718 -0.35508 1.10442
C 0.28801 -2.25329 -0.03487
C -2.33363 1.31970 0.78338
O -1.46284 -0.01631 -1.23371
O -2.25070 -1.32991 0.69159
P 1.55031 -0.61348 -2.14118
P -1.08264 -2.56992 1.07735
P 0.78630 -0.43670 -0.10876
S -2.42887 -0.04462 -0.18208
Cl -4.18768 -0.73274 -1.17902
H -1.16180 2.89868 0.87725
H -1.08171 2.12836 -0.54317
H -2.44290 3.26231 -0.20072
H 2.90650 -1.23031 1.04303
H 1.69253 -0.69830 1.97942
H 2.82276 0.53343 1.32224
H 0.30271 -2.37393 -1.16560
H 1.22957 -2.87448 0.31796
H -3.29375 1.51702 1.23228
H 0.21201 -0.18304 -2.63837
H 2.00481 0.80852 -2.28863
H -0.31108 -1.85227 1.97411

These are the Löwdin partial charges, in e, on atoms 1 to 8: number 1, C, carries -0.17; number 2, C, carries -0.33; number 3, C, carries -0.71; number 4, C, carries -0.33; number 5, O, carries -0.55; number 6, O, carries -0.68; number 7, P, carries 0.54; number 8, P, carries 0.93

***

[3]
Density functional theory data (ωB97M-V/def2-TZVPD) for a structure of composition C4H12CsO2.

Calculated values
- 2S+1 = 1
- frontier orbital gap (eV) = 10.73
- net charge = +1
- ΔE to the lowest compared entry with this formula, charge and spin (eV) = 0.948

Element x y z (Å)
Cs 12.66731 22.86327 22.00199
C 11.88161 24.42945 17.77873
C 13.27812 24.17316 18.05668
O 13.44604 23.71069 19.30301
H 11.67104 25.02956 16.89350
H 11.47955 25.09761 18.54031
H 11.23209 23.55775 17.69899
H 13.93415 25.04170 17.99852
H 13.65408 23.45030 17.33265
H 13.43737 24.48169 19.87493
C 11.71810 19.58218 18.43718
C 11.23042 20.65158 19.35463
O 11.58980 20.39952 20.70639
H 11.71091 18.60308 18.91614
H 12.63338 19.65784 17.85012
H 11.00161 19.44288 17.62765
H 10.14073 20.63236 19.33710
H 11.56647 21.63344 19.02129
H 11.21217 19.52459 20.82252

These are the Löwdin partial charges, in e, on atoms 1 to 8: number 1, Cs, carries 1.18; number 2, C, carries -0.08; number 3, C, carries -0.39; number 4, O, carries -0.21; number 5, H, carries 0.09; number 6, H, carries 0.08; number 7, H, carries 0.08; number 8, H, carries 0.13

***

[4]
Density functional theory data (ωB97M-V/def2-TZVPD) for a structure of composition C4H12CsO2.

Calculated values
- 2S+1 = 1
- frontier orbital gap (eV) = 10.49
- net charge = +1
- ΔE to the lowest compared entry with this formula, charge and spin (eV) = 0.462

Element x y z (Å)
Cs 0.96235 1.17365 0.68357
C 2.24780 -2.79688 -2.86615
C 1.88528 -2.37395 -1.45419
O 2.22189 -0.99093 -1.28843
H 3.33366 -2.78197 -2.96144
H 1.84809 -2.09900 -3.60301
H 1.87996 -3.78922 -3.11852
H 2.45447 -2.99074 -0.74914
H 0.83003 -2.56666 -1.22793
H 2.56874 -0.85189 -0.40631
C -2.41955 1.22947 1.98289
C -2.35751 2.73601 2.07104
O -1.28507 3.20087 1.18304
H -1.47719 0.78818 2.31612
H -2.64500 0.90718 0.96488
H -3.21164 0.82933 2.61481
H -2.08077 3.06155 3.07358
H -3.28312 3.17283 1.69938
H -1.47241 4.14216 1.08579

These are the Löwdin partial charges, in e, on atoms 1 to 8: number 1, Cs, carries 1.16; number 2, C, carries -0.07; number 3, C, carries -0.30; number 4, O, carries -0.18; number 5, H, carries 0.08; number 6, H, carries 0.08; number 7, H, carries 0.08; number 8, H, carries 0.12

***

[5]
Density functional theory data (ωB97M-V/def2-TZVPD) for a structure of composition C4H12CuO12S2.

Calculated values
- 2S+1 = 2
- frontier orbital gap (spin up / spin down) (eV) = 4.68 / 3.74
- net charge = -2
- ΔE to the lowest compared entry with this formula, charge and spin (eV) = 3.089

Element x y z (Å)
Cu -0.19405 0.65829 0.74753
S -2.49541 -1.63653 1.76538
O -3.32814 -2.57244 0.93162
O -1.60950 -2.45954 2.63480
O -1.66986 -0.72567 0.91751
O -3.31087 -0.82837 2.69592
S 0.37818 -0.46515 4.01212
O 1.50793 0.17784 4.63928
O -0.87836 -0.53792 4.75311
O 0.18097 0.29625 2.70414
O 0.68543 -1.89635 3.76991
C 2.40337 -0.40496 -0.24587
C 2.64261 0.95014 0.49772
O 1.74421 1.84454 -0.07331
O 1.23633 -1.05877 0.20237
H 3.24161 -1.04697 0.02483
H 2.35123 -0.33517 -1.33239
H 3.66667 1.30900 0.39467
H 2.43192 0.94094 1.56712
H 2.27484 2.47146 -0.57031
H 1.18670 -1.85641 -0.32952
C -0.37616 0.77633 -2.55212
C -1.41262 0.49865 -3.63832
O -2.64919 1.15937 -3.23318
O -0.98689 0.44255 -1.34746
H 0.13009 1.74163 -2.54717
H 0.37816 -0.01050 -2.54899
H -1.58320 -0.57722 -3.67706
H -1.09937 0.76220 -4.64853
H -2.98652 1.56347 -4.03599
H -1.86026 0.81918 -1.47781

These are the Löwdin partial charges, in e, on atoms 1 to 8: number 1, Cu, carries 0.34; number 2, S, carries 0.28; number 3, O, carries -0.41; number 4, O, carries -0.27; number 5, O, carries -0.41; number 6, O, carries -0.40; number 7, S, carries 0.24; number 8, O, carries -0.39

***

[6]
Density functional theory data (ωB97M-V/def2-TZVPD) for a structure of composition C4H12FInNO.

Calculated values
- 2S+1 = 1
- frontier orbital gap (eV) = 6.92
- net charge = -1

Element x y z (Å)
N 3.19481 -0.65131 0.61012
C 2.53010 -0.51437 -0.72920
In 0.89215 1.02701 -0.50048
O 1.65500 2.36533 0.92256
C -0.85543 -0.05056 0.41971
C -2.23797 0.42195 -0.07728
C -3.25909 -0.68230 -0.20725
F -4.05681 -0.77114 0.95659
H 3.09431 -1.59065 0.96547
H 4.17671 -0.42778 0.54824
H 2.12433 -1.47148 -1.03428
H 3.26162 -0.22704 -1.47819
H 0.47724 1.88906 -2.00302
H 2.07675 1.78262 1.57643
H -0.78943 0.12039 1.48587
H -0.72036 -1.11201 0.23908
H -2.18322 0.98315 -1.00434
H -2.64130 1.09204 0.67214
H -3.94947 -0.53062 -1.03764
H -2.78995 -1.65226 -0.32451

These are the Löwdin partial charges, in e, on atoms 1 to 8: number 1, N, carries -0.12; number 2, C, carries -0.38; number 3, In, carries 0.65; number 4, O, carries -0.48; number 5, C, carries -0.29; number 6, C, carries -0.30; number 7, C, carries -0.22; number 8, F, carries -0.10